A structure of composition C30H31Cl3F6N2O6PdS2. Source: the OMol25 dataset; level of theory: ωB97M-V/def2-TZVPD.

Its largest force on an atom is 0.7 eV/A. The orbital gap (spin up / spin down) comes out at 8.31 / 5.97 eV. The energy comes out at -125897.641 eV. The spin multiplicity is 5. As for the expectation value of S²: 6.105. The value obtained for the energy above the lowest of the compared OMol25 structures with the same formula, charge and spin is 0.0 kcal/mol. The LUMO energy (spin up / spin down) is 0.0 / -3.0 eV.

Each line ends with the Löwdin charge.
Positions of all 81 atoms, in Å:
1 Pd -0.36 -0.12 1.45  0.75
2 Cl -3.79 6.39 2.61  0.74
3 C -2.79 5.13 2.01  -0.64
4 C -2.22 4.23 2.92  -0.12
5 C -1.43 3.22 2.45  -0.57
6 Cl -0.80 2.07 3.53  0.84
7 C -1.11 3.09 1.03  -0.45
8 O -0.32 2.26 0.58  -0.02
9 C -1.79 4.04 0.14  -0.57
10 Cl -1.54 3.86 -1.54  0.77
11 C -2.60 5.03 0.63  -0.13
12 H -2.43 4.32 3.97  0.11
13 H -3.08 5.73 -0.05  0.11
14 F 1.28 -1.20 5.68  0.14
15 C 2.37 -1.56 5.00  -0.68
16 F 2.67 -2.82 5.30  0.15
17 F 3.38 -0.77 5.37  0.14
18 S 2.10 -1.37 3.19  0.60
19 O 1.39 -0.09 3.08  -0.40
20 O 3.40 -1.48 2.62  -0.26
21 N 1.22 -2.60 2.75  -0.28
22 S -0.35 -2.62 2.73  0.55
23 O -1.00 -1.52 3.43  -0.34
24 O -0.88 -3.03 1.46  -0.29
25 C -0.68 -4.07 3.81  -0.68
26 F -2.00 -4.29 3.84  0.14
27 F -0.08 -5.16 3.34  0.15
28 F -0.26 -3.86 5.06  0.14
29 C 6.39 -0.42 -4.39  -0.04
30 C 5.37 -0.16 -3.32  -0.25
31 C 5.02 1.13 -2.96  -0.01
32 C 4.06 1.37 -1.98  -0.20
33 C 3.74 2.80 -1.64  -0.04
34 C 3.44 0.28 -1.35  -0.11
35 C 2.42 0.56 -0.34  -0.17
36 O 1.71 -0.28 0.19  -0.04
37 C 3.79 -1.04 -1.70  -0.17
38 C 3.19 -2.25 -1.03  -0.02
39 C 4.75 -1.23 -2.68  0.00
40 H 6.90 0.50 -4.68  0.07
41 H 5.92 -0.83 -5.29  0.09
42 H 7.14 -1.13 -4.06  0.08
43 H 5.50 1.97 -3.45  0.11
44 H 4.34 3.47 -2.25  0.08
45 H 3.95 3.03 -0.59  0.09
46 H 2.69 3.04 -1.82  0.08
47 H 2.28 1.62 -0.06  0.12
48 H 2.11 -2.28 -1.15  0.05
49 H 3.38 -2.24 0.05  0.08
50 H 3.63 -3.15 -1.46  0.08
51 H 5.04 -2.24 -2.94  0.12
52 C -0.02 0.23 -2.58  -0.05
53 C -1.00 -0.94 -2.68  -0.36
54 C -0.49 -2.17 -1.92  -0.05
55 C -2.40 -0.55 -2.26  -0.12
56 C -3.39 -0.42 -3.21  -0.03
57 C -4.71 -0.15 -2.85  -0.05
58 C -5.07 -0.07 -1.51  -0.03
59 C -4.14 -0.19 -0.50  -0.12
60 C -4.60 -0.23 0.94  -0.37
61 C -4.13 0.97 1.75  -0.06
62 C -4.22 -1.55 1.63  -0.04
63 C -2.75 -0.33 -0.88  -0.24
64 N -1.81 -0.28 0.03  0.19
65 H 0.97 -0.09 -2.90  0.08
66 H 0.05 0.59 -1.55  0.04
67 H -0.34 1.06 -3.20  0.08
68 H -1.08 -1.21 -3.73  0.13
69 H -0.32 -1.96 -0.87  0.04
70 H 0.45 -2.50 -2.36  0.07
71 H -1.21 -2.99 -1.98  0.09
72 H -3.14 -0.55 -4.25  0.12
73 H -5.47 -0.04 -3.62  0.11
74 H -6.11 0.06 -1.24  0.11
75 H -5.69 -0.19 0.89  0.13
76 H -3.07 0.90 1.97  0.04
77 H -4.66 1.00 2.71  0.09
78 H -4.33 1.91 1.22  0.08
79 H -3.14 -1.67 1.68  0.04
80 H -4.63 -2.40 1.10  0.09
81 H -4.60 -1.56 2.65  0.09